Entry from the Open Molecules 2025 dataset: a structure of composition C26H48O2P2Y (ωB97M-V/def2-TZVPD).

Geometry as XYZ:
```
79
Properties=species:S:1:pos:R:3:forces:R:3
Y 0.42319 -0.02587 0.03524 -3.5 5.2 -0.5
C 0.14133 1.03655 2.58463 0.5 0.8 -1.0
C 1.52949 1.11806 2.19232 -0.8 0.1 -0.7
C 0.32557 2.46599 0.75199 0.3 -0.4 0.9
C -0.57848 1.91177 1.72273 1.4 0.1 -0.1
C 1.64269 1.97933 1.03513 -1.3 -0.1 0.6
C -0.44044 0.40166 3.81795 0.0 -0.4 0.2
H 0.08676 -0.52902 4.08086 -0.1 0.3 0.0
H -1.50034 0.12496 3.68124 0.4 0.2 -0.1
H -0.40673 1.06116 4.70614 0.1 -0.2 -0.4
C -1.90983 2.47837 2.00631 -0.9 0.1 -0.1
H -2.50410 1.81320 2.64042 0.1 0.3 0.0
H -2.46254 2.63266 1.07908 0.0 0.1 0.3
H -1.82658 3.45539 2.51788 0.1 -0.4 -0.1
C -0.05465 3.50979 -0.24342 -0.2 0.3 -0.5
H 0.07764 4.52822 0.16957 0.0 -0.4 -0.2
H -1.10700 3.38901 -0.53251 0.4 0.1 0.1
H 0.54304 3.43705 -1.16869 -0.1 0.1 0.3
C 2.87082 2.39574 0.29426 0.5 0.0 -0.1
H 3.59487 2.91062 0.94644 -0.2 -0.1 -0.2
H 2.61372 3.06318 -0.53577 0.1 0.0 0.3
H 3.39504 1.54253 -0.16160 0.0 0.5 0.1
C 2.65752 0.77784 3.08330 0.5 -0.4 0.5
H 2.85077 1.60382 3.79806 -0.1 -0.4 -0.3
H 3.56745 0.62903 2.49495 0.1 0.0 0.3
H 2.44954 -0.12559 3.68025 0.2 0.3 -0.2
C 0.23689 -2.42162 -0.24622 1.0 -3.2 2.9
C 0.68369 -2.10794 1.05161 -0.9 -3.5 -1.0
C 1.93661 -2.64921 1.67793 0.3 0.0 0.6
C 3.26313 -2.01015 1.19635 0.4 0.1 0.3
C 3.18074 -0.96200 0.10134 1.0 -0.8 -0.5
C 2.76537 -1.26152 -1.15851 1.1 -0.4 0.3
C 2.47248 -2.69766 -1.57083 0.0 -0.2 0.0
C 1.08103 -3.25489 -1.20058 -0.5 -0.1 -0.4
H 2.01782 -3.75555 1.59666 -0.4 0.6 -0.4
H 3.93234 -2.83098 0.88113 -0.2 0.4 -0.1
H 1.83152 -2.47839 2.76502 0.1 0.1 -0.5
H 1.22192 -4.26597 -0.77907 -0.2 0.3 0.1
H -0.83761 -2.60407 -0.39666 0.4 1.2 -0.2
H -0.02179 -1.65929 1.79561 0.3 -0.1 -0.8
H 0.49281 -3.42580 -2.11733 0.2 0.2 0.3
H 2.63115 -2.80281 -2.65675 -0.1 0.1 0.4
H 2.99618 -0.58107 -1.98638 -0.2 -0.1 0.5
H 3.20073 -3.39043 -1.11937 0.1 0.6 0.0
H 3.75676 -1.55828 2.06372 -0.1 -0.1 -0.2
H 3.85992 -0.11163 0.27434 -1.0 -0.1 -0.1
P -2.47642 -1.39033 1.02087 0.2 0.2 0.1
C -3.85076 -0.35413 1.61759 -0.3 0.1 -0.1
H -4.75196 -0.98271 1.65421 0.1 0.3 0.1
H -4.01993 0.49817 0.94446 0.1 -0.3 0.2
H -3.63343 0.03975 2.61833 -0.1 -0.2 -0.2
C -3.31467 -2.37104 -0.28568 0.0 0.3 -0.1
H -4.28875 -2.67973 0.11293 0.2 -0.1 -0.2
H -2.72291 -3.25224 -0.55843 -0.2 0.0 0.1
H -3.44298 -1.74785 -1.17717 0.0 -0.2 0.2
C -2.45300 -2.67869 2.33558 0.0 0.0 0.1
H -1.69288 -3.43983 2.12227 -0.2 0.1 0.0
H -3.43829 -3.15714 2.37498 0.2 0.0 0.2
H -2.22234 -2.22866 3.30959 -0.1 -0.1 -0.2
P 0.62653 0.70489 -2.88597 0.0 -0.1 -0.3
C 2.20937 1.36560 -3.55754 0.1 0.1 0.1
H 2.40270 0.91406 -4.54042 0.0 0.3 0.2
H 3.05763 1.15738 -2.89346 -0.2 0.1 -0.2
H 2.12214 2.45978 -3.65597 0.1 -0.4 0.0
C 0.52813 -0.90840 -3.76185 0.0 -0.1 0.0
H 1.28815 -1.59548 -3.37178 -0.2 0.2 -0.3
H 0.70246 -0.72679 -4.83109 -0.1 -0.2 0.2
H -0.46226 -1.36235 -3.61433 0.2 0.2 -0.1
C -0.56602 1.65885 -3.89477 -0.2 0.2 0.0
H -0.35993 1.47404 -4.96520 0.0 0.2 0.5
H -0.46503 2.73267 -3.67685 0.0 -0.3 -0.1
H -1.59377 1.34456 -3.66253 0.4 0.0 -0.1
C -3.89926 2.55821 -1.81018 0.1 -0.7 0.1
O -2.92473 2.07165 -0.84780 -0.5 1.0 0.0
C -2.20384 0.96747 -1.02606 2.2 -1.4 0.3
O -2.47014 0.14637 -1.89654 -0.4 0.2 -0.4
H -4.54558 3.23475 -1.24542 0.1 -0.1 -0.2
H -4.45986 1.69873 -2.19679 0.1 0.4 -0.1
H -3.35883 3.09224 -2.60375 -0.3 -0.2 0.1
```
Positions in Å, forces in eV/Å.

- HOMO (alpha / beta): -0.3510 / -0.3508 Ha
- E_LUMO (alpha / beta): -4.3 / -4.3 eV
- Multiplicity: 1
- Total charge: +1
- Relative energy (zero: lowest compared OMol25 entry of this formula, charge and spin): 200.8 kJ/mol
- Kohn-Sham gap (alpha / beta): 5.20 / 5.20 eV

Charge distribution, Löwdin scheme, values in e: 1.355 -0.262 -0.297 -0.307 -0.277 -0.312 -0.036 0.074 0.055 0.102 -0.026 0.058 0.059 0.111 -0.037 0.105 0.063 0.063 -0.037 0.101 0.077 0.042 -0.043 0.107 0.067 0.080 -0.206 -0.255 -0.142 -0.156 -0.132 -0.151 -0.171 -0.160 0.135 0.126 0.117 0.131 0.061 0.057 0.111 0.113 0.076 0.119 0.100 0.105 0.812 -0.254 0.054 0.040 0.034 -0.258 0.052 0.043 0.029 -0.265 0.040 0.050 0.039 0.788 -0.268 0.054 0.019 0.053 -0.257 0.001 0.057 0.057 -0.259 0.061 0.050 0.028 -0.028 -0.210 -0.485 -0.112 0.093 0.089 0.089

Entry from the Open Molecules 2025 dataset: a structure of composition C26H49B2F4N3OP2Sr (ωB97M-V/def2-TZVPD).

Geometry as XYZ:
```
88
Properties=species:S:1:pos:R:3:forces:R:3
Sr -0.99523 1.24312 0.83276 -0.3 1.1 0.3
C -2.24559 -1.01069 -5.22296 -1.3 1.1 0.2
C -2.60073 -0.03374 -4.05625 -0.3 -0.4 -1.0
C -3.96629 -0.42242 -3.42336 -0.4 0.7 -1.0
C -2.76715 1.40184 -4.59038 -1.2 -1.0 -0.1
P -1.33713 0.04753 -2.69515 0.1 -0.1 0.8
C -1.16235 -1.76905 -2.33930 0.0 -0.1 1.3
N -0.86552 -2.19006 -0.94284 0.9 0.0 -0.1
B -0.67598 -1.39483 0.27352 -0.2 -0.7 0.3
N -0.12335 -2.39783 1.23561 0.5 -0.6 -0.4
C 0.32541 -2.20785 2.62078 -0.8 1.3 -0.9
P 0.84061 -0.42184 2.87487 0.2 0.0 0.3
C 2.66771 -0.29220 2.20847 0.0 1.2 1.2
C 3.71376 -0.43306 3.35877 0.2 0.0 -1.9
C 2.90269 1.08911 1.48940 -1.5 -0.8 1.2
C 2.72801 -1.36322 1.15550 0.1 0.3 0.0
C 0.76784 -0.44117 4.76684 0.5 1.3 0.0
C 1.20660 -1.63082 5.59724 0.4 -1.0 -0.5
C 1.55310 0.80817 5.27741 -0.8 -0.7 0.9
C -0.73226 -0.27095 5.08661 0.4 0.1 0.0
C 0.14335 -3.60839 0.55554 -0.1 0.8 2.1
C 0.70679 -4.79775 0.98348 -0.2 -0.5 -0.3
C 0.76248 -5.87137 0.09704 0.3 -0.3 -0.3
C 0.33483 -5.74334 -1.22527 0.3 0.5 0.4
C -0.12370 -4.48557 -1.64589 -1.0 -1.4 -0.9
C -0.30871 -3.47597 -0.72362 -0.5 0.8 -2.5
C 0.36096 0.65385 -3.35356 0.1 -0.8 0.4
C 1.34211 0.27068 -2.19411 -0.5 0.0 -1.0
C 0.25045 2.19773 -3.37317 -1.0 -0.3 -0.5
C 0.94432 0.10281 -4.68464 -2.3 1.7 0.4
H -2.94940 -0.95233 -6.04800 -0.5 0.4 -0.1
H -2.28570 -2.02769 -4.97690 0.0 -1.6 0.9
H -1.31519 -0.86466 -5.68860 1.4 0.6 -0.3
H -4.75789 -0.44513 -4.20591 0.6 0.1 0.2
H -4.30177 0.32208 -2.69847 0.2 0.0 0.1
H -4.01368 -1.38944 -2.97817 0.3 -0.8 0.5
H -3.74036 1.51868 -5.11163 0.6 -0.2 -0.1
H -1.95701 1.71425 -5.20440 0.6 0.2 -0.6
H -2.83292 2.03496 -3.74274 0.0 1.0 0.8
H -0.42471 -2.15811 -2.99856 1.1 -0.4 -0.6
H -2.06246 -2.26688 -2.66241 -0.6 0.0 -0.1
H 1.17994 -2.80597 2.90294 0.0 -0.6 0.0
H -0.52121 -2.35485 3.31771 0.6 -0.2 -0.2
H 3.96475 0.51789 3.82938 -0.4 -0.1 0.1
H 4.64042 -0.76920 2.86712 -0.1 -0.1 0.3
H 3.36674 -1.16922 4.05568 0.2 -0.3 0.5
H 2.71800 1.92518 2.18446 -0.1 -0.2 -0.4
H 2.19394 1.10376 0.65024 0.3 0.4 0.0
H 3.91621 1.16895 1.14397 0.5 -0.1 -0.4
H 2.54066 -2.32824 1.56756 0.4 -0.9 0.2
H 3.65127 -1.34358 0.58916 0.3 0.0 -0.1
H 1.88477 -1.18424 0.51221 -0.1 0.0 -0.8
H 2.30234 -1.75612 5.68672 -0.6 0.0 -0.2
H 0.74295 -2.55962 5.20777 0.4 0.3 0.3
H 0.81803 -1.48015 6.60359 0.1 -0.1 0.1
H 2.60311 0.58393 5.52890 -0.6 0.1 -0.1
H 1.00035 1.11577 6.18363 0.6 0.1 -0.1
H 1.48876 1.64841 4.61378 0.1 0.5 -0.5
H -1.26276 -1.13262 4.69672 -0.4 -0.1 0.0
H -1.14325 0.63523 4.66490 -0.1 0.3 -0.2
H -0.86698 -0.23971 6.17436 0.0 0.0 -0.2
H 1.06395 -4.96132 1.97874 0.1 0.2 0.5
H 1.19968 -6.81641 0.42835 -0.2 0.3 0.0
H 0.39033 -6.60209 -1.90057 0.0 0.5 0.1
H -0.51568 -4.43384 -2.67298 0.3 0.3 0.5
H 0.89841 0.67231 -1.27471 0.7 0.0 0.0
H 2.28306 0.71683 -2.52317 0.1 0.3 0.7
H 1.55730 -0.80134 -2.05744 -0.5 0.3 -0.1
H -0.51567 2.52317 -2.67075 -0.1 0.0 0.1
H -0.05273 2.59605 -4.35510 0.2 -0.2 0.3
H 1.13441 2.70510 -3.05815 1.0 0.2 0.0
H 0.72321 -0.92023 -4.83793 0.3 -1.2 0.0
H 1.95752 0.37318 -4.76169 1.5 -0.1 0.0
H 0.44880 0.64992 -5.49128 0.0 -0.1 -0.2
C -2.82158 5.39726 -1.20475 1.2 -0.7 0.7
C -1.64977 4.67372 -0.55521 -0.9 -1.9 0.3
N -0.55280 5.36589 -0.25093 0.8 0.8 0.9
O -1.74420 3.43894 -0.35820 0.3 0.9 -0.2
H -3.71576 4.84411 -0.94031 -0.1 0.0 -0.2
H -2.60669 5.32621 -2.26470 -0.4 0.4 -0.3
H -2.84639 6.39732 -0.80039 -0.3 0.5 -0.4
H -0.62123 6.37783 -0.26881 -0.1 -0.3 -0.1
H 0.05646 5.03667 0.51646 -0.6 -0.2 -0.8
F -1.48610 2.78343 3.17090 0.4 0.7 0.4
B -0.45743 3.80415 3.01828 -0.2 -0.2 -0.6
F 0.19311 3.25943 1.80487 0.7 0.4 0.3
F 0.44200 3.92828 4.06545 -0.7 -0.5 -0.6
F -0.98618 5.05138 2.65567 0.0 -0.7 0.3
```
Positions in Å, forces in eV/Å.

- HOMO: -0.2408 Ha
- E_LUMO: 0.2 eV
- Multiplicity: 1
- Relative energy (zero: lowest compared OMol25 entry of this formula, charge and spin): 0.0 kJ/mol
- Kohn-Sham gap: 6.80 eV

Charge distribution, Löwdin scheme, values in e: 1.275 -0.072 -0.683 -0.102 -0.105 1.100 -0.308 -0.026 -0.490 -0.072 -0.312 1.088 -0.635 -0.074 -0.077 -0.110 -0.706 -0.101 -0.083 -0.112 -0.204 -0.024 -0.112 -0.102 -0.029 -0.207 -0.641 -0.106 -0.110 -0.068 0.084 0.055 0.039 0.094 0.078 0.056 0.097 0.057 0.050 0.068 0.074 0.075 0.086 0.074 0.087 0.044 0.080 0.048 0.076 0.062 0.099 0.041 0.077 0.081 0.081 0.072 0.091 0.053 0.064 0.063 0.089 0.097 0.098 0.098 0.108 0.019 0.087 0.092 0.036 0.079 0.070 0.056 0.064 0.072 0.020 -0.551 0.188 -0.140 0.088 0.089 0.078 0.118 0.115 0.007 -1.147 -0.090 0.148 0.118

Let's list largest force on an atom in order: 0.1217; 0.0572 Eh/bohr.